Record 1
Molecular formula: C19H18N2O3
Method: DFT, ωB97M-V with the def2-TZVPD basis set

The geometry in ORCA input format:
```
! RIJCOSX wB97M-V def2-TZVPD def2/J DEFGRID3
* xyz 0 1
C -3.058 -1.608 1.855
H -3.573 -1.036 2.621
H -2.359 -2.294 2.325
H -3.787 -2.176 1.283
C -2.300 -0.661 0.932
C -3.230 0.325 0.269
C -3.968 -0.051 -0.845
C -4.838 0.844 -1.441
C -4.984 2.120 -0.924
C -4.252 2.498 0.188
C -3.377 1.606 0.781
H -2.799 1.905 1.643
H -4.360 3.495 0.592
H -5.663 2.818 -1.390
H -5.404 0.544 -2.311
H -3.850 -1.046 -1.249
H -1.528 -0.122 1.495
O -1.631 -1.477 -0.044
C -0.623 -0.922 -0.698
O -0.288 0.233 -0.599
C 0.097 -1.944 -1.554
H -0.598 -2.723 -1.863
H 0.522 -1.443 -2.424
C 1.234 -2.563 -0.716
C 2.120 -1.468 -0.212
N 3.108 -1.075 -0.929
C 3.863 -0.010 -0.526
C 4.942 0.411 -1.310
C 5.686 1.504 -0.929
C 5.368 2.200 0.236
C 4.311 1.804 1.026
C 3.553 0.694 0.656
N 2.507 0.235 1.412
C 1.740 -0.851 1.077
O 0.849 -1.247 1.807
H 2.256 0.733 2.259
H 4.062 2.341 1.930
H 5.956 3.059 0.523
H 6.518 1.829 -1.534
H 5.163 -0.140 -2.210
H 1.810 -3.245 -1.341
H 0.804 -3.096 0.135
*
```

## Properties
SMILES string	C[C@@H](OC(=O)CCc1nc2ccccc2[nH]c1=O)c1ccccc1
energy relative to the best compared isomer or geometry (same formula, charge and spin)	14.8	kcal per mole
LUMO energy	0.03	eV



Record 2
Molecular formula: C19H18N3O5PtS
Method: DFT, ωB97M-V with the def2-TZVPD basis set

The geometry in ORCA input format:
```
! RIJCOSX wB97M-V def2-TZVPD def2/J DEFGRID3
* xyz -1 1
Pt -1.289 -0.471 -1.855
O -1.897 0.902 -5.687
C -1.902 0.614 -4.498
O -1.791 -0.545 -3.961
C -2.094 1.728 -3.500
C -2.539 2.994 -3.816
C -2.743 3.901 -2.785
C -2.476 3.528 -1.474
C -2.017 2.249 -1.228
N -1.850 1.394 -2.235
C -1.741 1.702 0.157
O -1.680 2.500 1.085
O -1.627 0.428 0.200
H -2.713 3.229 -4.858
H -3.122 4.893 -3.000
H -2.611 4.187 -0.627
C 0.809 -2.263 3.358
C -0.344 -1.504 2.717
N -0.785 -2.101 1.447
C -2.149 -2.644 1.399
C -2.202 -4.152 1.602
C -0.069 -1.884 0.342
S -0.599 -2.613 -1.190
N 1.065 -1.207 0.497
C 1.530 -0.293 -0.360
O 1.026 0.087 -1.432
C 2.820 0.371 0.068
C 3.579 1.055 -0.877
C 4.736 1.723 -0.499
C 5.138 1.723 0.833
C 4.379 1.049 1.781
C 3.226 0.371 1.398
H 1.105 -1.770 4.288
H 1.665 -2.287 2.685
H 0.519 -3.291 3.593
H -0.076 -0.466 2.532
H -1.203 -1.512 3.386
H -2.588 -2.376 0.448
H -2.718 -2.135 2.175
H -1.752 -4.657 0.746
H -3.240 -4.483 1.700
H -1.662 -4.444 2.506
H 3.234 1.060 -1.903
H 5.321 2.253 -1.241
H 6.037 2.250 1.132
H 4.677 1.061 2.823
H 2.618 -0.152 2.126
*
```

## Properties
energy relative to the best compared isomer or geometry (same formula, charge and spin)	16.6	kcal per mole
LUMO energy	2.72	eV



Record 3
Molecular formula: C19H18N6O4S2
Method: DFT, ωB97M-V with the def2-TZVPD basis set

The geometry in ORCA input format:
```
! RIJCOSX wB97M-V def2-TZVPD def2/J DEFGRID3
* xyz 0 1
C 6.128 4.354 0.693
C 5.422 3.052 0.721
C 5.582 1.908 -0.007
C 4.588 1.042 0.519
N 3.905 1.636 1.471
O 4.421 2.883 1.601
N 4.282 -0.256 0.166
C 4.834 -0.935 -0.870
O 5.698 -0.512 -1.600
C 4.247 -2.334 -1.040
H 4.884 -2.905 -1.715
H 4.123 -2.847 -0.089
S 2.615 -2.285 -1.858
C 1.584 -2.039 -0.498
N 1.975 -1.842 0.718
N 0.989 -1.703 1.588
C -0.193 -1.784 1.077
N -1.296 -1.667 1.865
C -2.660 -1.724 1.644
O -3.397 -1.664 2.594
C -3.127 -1.833 0.205
C -4.635 -2.063 0.143
C -5.241 -0.681 -0.052
O -6.414 -0.415 0.028
N -4.227 0.181 -0.360
C -4.357 1.561 -0.591
C -3.398 2.238 -1.342
C -3.515 3.599 -1.556
C -4.583 4.303 -1.031
C -5.538 3.632 -0.285
C -5.429 2.273 -0.060
H -6.177 1.759 0.520
H -6.375 4.171 0.132
H -4.671 5.365 -1.202
H -2.764 4.109 -2.141
H -2.562 1.710 -1.774
C -2.948 -0.480 -0.511
H -2.156 0.131 -0.067
H -2.716 -0.642 -1.571
H -5.026 -2.502 1.061
H -4.921 -2.697 -0.696
H -2.571 -2.628 -0.294
H -1.055 -1.546 2.847
S -0.166 -2.064 -0.673
H 3.538 -0.692 0.712
H 6.278 1.691 -0.788
H 6.929 4.323 -0.039
H 5.433 5.152 0.436
H 6.542 4.576 1.676
*
```

## Properties
SMILES string	Cc1cc(NC(=O)CSc2nnc(NC(=O)[C@H]3CC(=O)N(c4ccccc4)C3)s2)no1
energy relative to the best compared isomer or geometry (same formula, charge and spin)	0.0	kcal per mole
LUMO energy	-0.02	eV



Record 4
Molecular formula: C19H18NOSeSm
Method: DFT, ωB97M-V with the def2-TZVPD basis set

The geometry in ORCA input format:
```
! RIJCOSX wB97M-V def2-TZVPD def2/J DEFGRID3
* xyz 0 6
C 0.706 -2.305 3.312
C -0.444 -2.821 2.656
C -0.271 -2.619 1.257
H -1.302 -3.280 3.145
C 0.958 -1.920 1.054
C 1.528 -1.671 2.341
H 2.471 -1.159 2.514
H 0.954 -2.414 4.363
H -0.955 -2.964 0.493
H 1.415 -1.698 0.098
C -0.625 2.558 1.611
C -0.278 2.642 2.985
C 0.945 1.963 3.173
H -0.818 3.181 3.755
C 1.396 1.463 1.917
C 0.446 1.899 0.936
H 0.529 1.755 -0.128
H -1.482 3.035 1.149
H 1.458 1.858 4.121
H 2.343 0.977 1.715
Sm -0.698 -0.161 1.899
O -1.019 -0.045 -0.135
C -1.615 -0.533 -1.325
C -0.602 -0.961 -2.296
H -2.260 -1.360 -1.012
H -2.218 0.258 -1.793
H -0.037 -1.790 -1.943
H 1.121 -1.743 -4.018
C 0.694 -0.787 -4.241
C -0.061 -0.135 -3.241
C -0.526 1.205 -3.492
H -1.087 1.732 -2.710
C -0.259 1.807 -4.713
H -0.545 2.853 -4.880
C 0.367 1.071 -5.753
H 0.482 1.541 -6.743
C 0.808 -0.240 -5.499
H 1.260 -0.800 -6.315
Se -0.033 -0.051 6.532
C -1.066 -0.149 5.120
N -1.681 -0.194 4.090
*
```

## Properties
<S²>	8.774
LUMO energy (spin up / spin down)	-3.90 / -3.77	eV



Record 5
Molecular formula: C19H19BrMnN2O7PS2
Method: DFT, ωB97M-V with the def2-TZVPD basis set

The geometry in ORCA input format:
```
! RIJCOSX wB97M-V def2-TZVPD def2/J DEFGRID3
* xyz 0 5
Mn -0.380 -1.189 0.045
Br 3.569 -0.163 -6.114
C 2.305 -0.365 -4.716
C 0.946 -0.558 -5.032
C 0.008 -0.681 -4.045
C 0.383 -0.624 -2.685
O -0.522 -0.689 -1.771
C 1.759 -0.459 -2.376
C 2.223 -0.403 -1.040
N 1.528 -0.625 0.030
C 2.112 -0.547 1.323
C 3.431 -0.375 1.632
C 3.845 -0.284 2.980
C 2.953 -0.364 4.008
C 1.583 -0.568 3.726
C 0.572 -0.671 4.712
C -0.722 -0.883 4.342
C -1.032 -1.005 2.975
N -0.118 -0.902 2.045
C 1.183 -0.675 2.388
C 2.708 -0.315 -3.418
H 0.648 -0.606 -6.072
H -1.036 -0.841 -4.272
H 3.273 -0.144 -0.918
H 4.184 -0.315 0.858
H 4.897 -0.145 3.193
H 3.279 -0.280 5.037
H 0.843 -0.580 5.757
H -1.514 -0.962 5.073
H -2.041 -1.205 2.632
H 3.754 -0.177 -3.173
O -2.191 -3.060 -1.972
S -1.789 -3.403 -0.634
O -1.991 -2.172 0.301
O -2.385 -4.574 -0.060
S 0.267 -3.456 -0.477
C -2.669 4.124 -1.393
O -2.708 2.959 -0.571
P -1.771 1.688 -1.017
O -0.484 1.834 -0.011
C -0.569 2.405 1.298
O -2.529 0.561 -0.100
C -3.782 0.042 -0.571
H -3.544 4.721 -1.151
H -2.695 3.863 -2.453
H -1.771 4.712 -1.196
H 0.301 3.045 1.432
H -0.556 1.614 2.051
H -1.478 2.990 1.416
H -4.169 -0.606 0.208
H -3.630 -0.550 -1.474
H -4.479 0.860 -0.756
*
```

## Properties
energy relative to the best compared isomer or geometry (same formula, charge and spin)	0.0	kcal per mole
<S²>	6.049
LUMO energy (spin up / spin down)	-1.40 / -1.40	eV



Record 6
Molecular formula: C19H19Cl3MnN4O6
Method: DFT, ωB97M-V with the def2-TZVPD basis set

The geometry in ORCA input format:
```
! RIJCOSX wB97M-V def2-TZVPD def2/J DEFGRID3
* xyz 1 5
Mn 0.599 0.264 0.010
Cl 5.028 -5.467 -0.326
C 3.787 -4.282 -0.158
C 2.616 -4.618 0.533
C 1.599 -3.705 0.689
Cl 0.163 -4.156 1.538
C 1.716 -2.406 0.171
O 0.731 -1.556 0.354
C 2.894 -2.087 -0.529
C 3.029 -0.823 -1.160
O 2.189 0.098 -1.125
C 3.932 -3.029 -0.693
H 2.508 -5.610 0.949
H 3.926 -0.635 -1.758
H 4.827 -2.759 -1.238
O 2.653 3.414 1.745
Cl 2.015 2.165 1.729
O 1.172 1.937 2.858
O 2.909 1.056 1.541
O 1.057 2.136 0.520
N 2.264 4.613 -4.317
C 1.438 3.904 -3.957
C 0.409 3.009 -3.503
C -0.817 2.927 -4.151
C -1.746 2.023 -3.666
C -1.418 1.257 -2.564
N -0.248 1.344 -1.916
C 0.653 2.206 -2.396
H -1.027 3.547 -5.011
H -2.710 1.903 -4.138
H -2.132 0.535 -2.195
H 1.607 2.265 -1.891
C -0.958 -0.359 2.500
C -2.358 -0.632 3.114
N -3.411 -0.075 2.274
C -3.436 -0.793 1.012
C -2.012 -0.850 0.404
N -1.139 0.149 1.102
C -1.822 1.474 1.179
C -3.126 1.326 2.008
H -0.357 -1.266 2.449
H -0.420 0.395 3.064
H -2.413 -0.181 4.104
H -2.526 -1.703 3.222
H -4.128 -0.289 0.337
H -3.800 -1.808 1.172
H -2.019 -0.641 -0.663
H -1.557 -1.825 0.550
H -2.021 1.821 0.164
H -1.127 2.170 1.645
H -3.963 1.760 1.463
H -3.029 1.857 2.954
*
```

## Properties
energy relative to the best compared isomer or geometry (same formula, charge and spin)	11.7	kcal per mole
<S²>	6.088
LUMO energy (spin up / spin down)	-5.52 / -4.58	eV



Record 7
Molecular formula: C19H19ClN4O2Pt
Method: DFT, ωB97M-V with the def2-TZVPD basis set

The geometry in ORCA input format:
```
! RIJCOSX wB97M-V def2-TZVPD def2/J DEFGRID3
* xyz 4 5
N 0.710 2.517 -0.329
C 0.735 3.668 -0.281
C 0.703 5.096 -0.126
H -0.342 5.424 -0.162
H 1.295 5.538 -0.932
H 1.137 5.345 0.848
N 2.503 -1.642 -0.765
C 3.468 -2.276 -0.831
C 4.657 -3.050 -0.984
H 5.319 -2.574 -1.735
H 4.385 -4.078 -1.281
H 5.170 -3.085 -0.015
N -2.024 -1.726 -0.350
C -3.088 -2.196 -0.297
C -4.405 -2.730 -0.147
H -4.373 -3.512 0.618
H -4.716 -3.142 -1.110
H -5.072 -1.927 0.185
Pt 0.393 -0.282 -0.565
C 0.312 -1.907 0.514
O 0.335 -2.643 1.429
C 1.825 0.482 0.535
O 2.482 0.795 1.450
C 1.067 0.964 -2.588
C -0.331 1.030 -2.473
C -1.090 -0.143 -2.476
C -0.458 -1.390 -2.591
C 0.925 -1.451 -2.773
C 1.687 -0.273 -2.774
H 1.705 1.862 -2.593
H -0.854 1.993 -2.375
H -2.183 -0.059 -2.380
H -1.017 -2.340 -2.600
H 1.394 -2.452 -2.782
H 2.793 -0.291 -2.786
Cl -0.552 3.655 4.207
C -0.954 2.084 3.556
C -1.994 1.292 4.105
C -2.301 0.041 3.556
C -1.522 -0.402 2.478
N -0.579 0.369 1.920
C -0.243 1.547 2.478
H -2.543 1.668 4.981
H -3.124 -0.570 3.978
H -1.799 -1.398 2.133
H 0.565 2.168 2.129
*
```

## Properties
<S²>	6.039
LUMO energy (spin up / spin down)	-12.77 / -16.78	eV



Record 8
Molecular formula: C19H19N2O6RhS3
Method: DFT, ωB97M-V with the def2-TZVPD basis set

The geometry in ORCA input format:
```
! RIJCOSX wB97M-V def2-TZVPD def2/J DEFGRID3
* xyz 0 1
Rh -0.519 0.027 0.820
O 1.530 1.998 3.571
S 0.604 1.276 2.771
O -0.136 0.180 3.385
O 1.200 0.743 1.482
C -0.792 2.303 2.256
C -1.468 2.716 3.409
C -2.689 3.345 3.362
C -3.294 3.531 2.133
C -2.637 3.133 0.983
C -1.358 2.537 0.982
S -3.850 0.431 1.045
O -3.779 0.471 2.455
O -4.952 0.960 0.337
O -2.808 -0.229 0.310
H -1.009 2.526 4.371
H -3.165 3.668 4.278
H -4.265 4.002 2.055
H -3.069 3.394 0.029
N -1.627 2.881 -1.453
C -0.696 2.398 -0.438
N -0.245 1.053 -0.803
C 1.032 1.098 -1.371
C 1.643 0.039 -2.029
C 2.905 0.220 -2.576
C 3.555 1.444 -2.488
C 2.945 2.517 -1.851
C 1.691 2.333 -1.297
S 0.747 3.542 -0.444
H -1.088 2.998 -2.306
H -2.273 2.116 -1.656
H 1.147 -0.917 -2.095
H 3.383 -0.612 -3.079
H 4.540 1.568 -2.918
H 3.443 3.475 -1.783
C 2.126 -3.838 -1.672
C 0.956 -4.026 -0.697
C -0.199 -4.741 -1.411
C 1.417 -4.861 0.504
C 0.502 -2.708 -0.227
C 0.152 -1.624 0.169
H 2.481 -4.811 -2.016
H 2.953 -3.318 -1.188
H 1.819 -3.259 -2.544
H 0.131 -5.720 -1.765
H -0.542 -4.161 -2.269
H -1.042 -4.883 -0.734
H 1.761 -5.840 0.164
H 0.600 -5.007 1.211
H 2.236 -4.366 1.027
*
```

## Properties
energy relative to the best compared isomer or geometry (same formula, charge and spin)	77.0	kcal per mole
LUMO energy	-1.42	eV



Number 1: strongest force on any atom 0.985 eV/Å, DFT total energy -29119.3370 eV. Number 2: strongest force on any atom 1.910 eV/Å, DFT total energy -48788.7403 eV. Number 3: strongest force on any atom 1.901 eV/Å, DFT total energy -58796.0631 eV. Number 4: strongest force on any atom 4.347 eV/Å, DFT total energy -106779.5011 eV. Number 5: strongest force on any atom 0.802 eV/Å, DFT total energy -169648.9781 eV. Number 6: strongest force on any atom 0.748 eV/Å, DFT total energy -107131.4693 eV. Number 7: strongest force on any atom 8.332 eV/Å, DFT total energy -45783.6425 eV. Number 8: strongest force on any atom 0.662 eV/Å, DFT total energy -70785.5117 eV.